1.
This record from the Open Molecules 2025 dataset describes C22H25N3O6S in the gas phase. The level of theory is ωB97M-V/def2-TZVPD.

LUMO level in eV: 0.47
Gap between HOMO and LUMO in eV: 8.94
Strongest force on any atom in eV/Å: 1.1
Calculated total energy in eV: -50810.828
Energy above the lowest of the compared OMol25 structures with the same formula, charge and spin in kcal per mole: 37.6
Charge: 0
2S+1: 1
SMILES: CCN(C(=O)Cn1c(=O)oc2cc(S(=O)(=O)N3CCCC3)ccc21)c1ccc(OC)cc1

Geometry as XYZ:
```
57
Properties=species:S:1:pos:R:3:forces:R:3:lowdin_charge:R:1
C 6.25112 0.67292 -0.62651 -0.12 0.01 0.20 -0.060
C 5.44946 0.87986 0.65226 0.44 -0.02 0.05 -0.179
N 4.20409 0.11495 0.65600 0.12 0.39 -0.13 -0.001
C 4.27254 -1.17089 1.05083 -0.44 -0.24 0.05 -0.430
O 5.29766 -1.67713 1.45862 0.16 -0.25 0.07 0.072
C 2.99687 -2.03427 1.03048 0.41 -0.23 0.02 0.005
N 1.98953 -1.69759 0.06406 -0.26 -0.13 -0.32 0.050
C 2.20754 -1.72593 -1.30116 0.43 -0.35 0.39 -0.488
O 3.20315 -2.07348 -1.86174 0.11 0.04 -0.17 0.158
O 1.07301 -1.29012 -1.92326 -0.11 0.01 -0.45 0.166
C 0.16381 -0.97080 -0.96265 -0.27 0.06 1.04 -0.169
C -1.10276 -0.44885 -1.10432 0.31 -0.11 -0.28 0.051
C -1.79882 -0.21669 0.07066 -0.55 0.26 -0.03 -0.267
S -3.44249 0.48544 0.02354 0.45 -0.51 0.34 0.672
O -3.51193 1.51893 1.01878 -0.15 -0.11 0.24 -0.298
O -3.76950 0.82781 -1.33150 0.06 -0.15 -0.18 -0.281
N -4.32467 -0.82346 0.59228 0.59 0.92 -0.16 -0.229
C -5.54858 -0.48577 1.30557 -0.47 0.36 0.30 -0.194
C -6.65605 -0.66869 0.27128 0.09 -0.10 0.10 -0.161
C -6.18489 -1.92287 -0.46493 0.02 0.13 0.05 -0.156
C -4.65173 -1.79615 -0.44605 0.23 -0.65 -0.52 -0.190
C -1.27819 -0.49776 1.32215 0.02 0.01 0.10 -0.054
C -0.00195 -1.01598 1.46242 0.03 -0.14 -0.22 0.008
C 0.71793 -1.23609 0.30058 -0.65 0.14 -0.36 -0.146
C 3.02942 0.82987 0.29658 -0.34 0.20 0.21 -0.239
C 2.15701 1.27638 1.27890 0.32 0.01 -0.26 -0.010
C 1.03972 2.02762 0.95206 -0.28 0.30 -0.15 -0.010
C 0.78298 2.34850 -0.37744 0.23 -0.06 0.09 -0.279
O -0.26197 3.08244 -0.81818 0.19 -0.14 -0.28 -0.074
C -1.14994 3.65568 0.11920 -0.17 0.07 0.20 -0.063
C 1.66834 1.90100 -1.36466 -0.13 0.13 0.09 0.020
C 2.77931 1.15948 -1.03397 -0.02 0.11 0.12 -0.007
H 7.20599 1.18533 -0.54469 0.12 0.05 -0.05 0.075
H 5.72064 1.06383 -1.49051 -0.02 0.04 -0.11 0.062
H 6.43409 -0.38777 -0.77500 0.05 -0.08 -0.04 0.080
H 5.19301 1.93311 0.78573 -0.01 -0.11 0.05 0.127
H 6.04016 0.53768 1.50639 -0.08 0.14 -0.07 0.119
H 3.34853 -3.05577 0.84968 -0.03 0.20 0.11 0.147
H 2.54858 -1.99645 2.02555 0.03 -0.04 -0.09 0.136
H -1.53755 -0.20731 -2.05888 -0.03 0.03 -0.20 0.134
H -5.46096 0.52636 1.69506 -0.14 -0.10 0.15 0.108
H -5.66745 -1.18860 2.13662 -0.01 0.09 -0.02 0.127
H -7.63946 -0.78465 0.72121 -0.06 0.04 -0.01 0.111
H -6.66560 0.18604 -0.40582 -0.05 0.05 0.01 0.116
H -6.49382 -2.81422 0.08216 -0.02 -0.03 -0.04 0.110
H -6.57222 -1.98395 -1.47909 -0.01 -0.08 -0.02 0.111
H -4.27007 -1.42482 -1.39885 -0.09 -0.23 -0.03 0.106
H -4.16302 -2.74645 -0.21515 -0.05 0.04 -0.11 0.120
H -1.89044 -0.28492 2.18304 0.00 -0.03 0.20 0.120
H 0.41090 -1.22538 2.43547 0.05 0.00 0.13 0.117
H 2.35804 1.03887 2.31348 0.05 -0.03 0.12 0.128
H 0.37494 2.35221 1.73599 -0.10 0.05 0.07 0.114
H -0.61403 4.28263 0.83824 0.00 -0.01 -0.02 0.098
H -1.82537 4.27542 -0.46734 0.01 -0.02 0.08 0.101
H -1.73563 2.89668 0.64445 0.12 0.08 -0.01 0.065
H 1.45836 2.15600 -2.39085 -0.03 0.03 -0.15 0.129
H 3.45002 0.81605 -1.80588 0.07 -0.07 -0.09 0.121
```
Forces are in eV/Å.

2.
This record from the Open Molecules 2025 dataset describes C22H25N3O6S in the gas phase. The level of theory is ωB97M-V/def2-TZVPD.

LUMO level in eV: 0.62
Gap between HOMO and LUMO in eV: 8.80
Strongest force on any atom in eV/Å: 1.4
Calculated total energy in eV: -50808.886
Energy above the lowest of the compared OMol25 structures with the same formula, charge and spin in kcal per mole: 82.4
Charge: 0
2S+1: 1
SMILES: CCOc1ccccc1NC(=O)CN(c1ccc(OC)cc1)S(=O)(=O)c1c(C)noc1C

Geometry as XYZ:
```
57
Properties=species:S:1:pos:R:3:forces:R:3:lowdin_charge:R:1
C -0.64421 -1.75559 -3.33547 -0.31 0.01 0.30 -0.056
C -1.98638 -1.83683 -2.62495 0.03 -0.09 -0.49 -0.243
O -1.75011 -1.58604 -1.25390 0.06 -0.01 0.36 -0.080
C -2.75625 -1.76548 -0.34968 -0.13 0.05 0.24 -0.201
C -4.08013 -2.02846 -0.65908 0.21 0.02 -0.20 -0.022
C -5.01713 -2.15717 0.35709 -0.08 0.00 0.12 -0.094
C -4.64183 -2.01936 1.67861 -0.11 -0.02 -0.11 -0.089
C -3.31835 -1.76430 2.00379 0.08 0.01 0.03 -0.004
C -2.37183 -1.64403 1.00124 -0.19 0.02 -0.10 -0.136
N -1.01368 -1.40440 1.23600 -0.05 -0.26 -0.54 0.158
C -0.43289 -0.86943 2.32806 0.41 0.08 0.00 -0.439
O -0.97279 -0.62433 3.38450 -0.02 0.03 0.17 0.085
C 1.05565 -0.55782 2.08261 -0.09 -0.17 0.44 -0.070
N 1.24984 0.17156 0.84973 0.28 -0.45 -0.82 -0.184
C 0.57116 1.39744 0.65687 -0.30 0.54 -0.35 -0.268
C -0.40551 1.51756 -0.31868 0.07 0.05 0.25 -0.002
C -1.03533 2.73098 -0.53633 -0.17 0.28 -0.06 0.008
C -0.70667 3.83818 0.23861 0.11 -0.11 0.06 -0.270
O -1.25855 5.07369 0.11039 0.25 -0.14 0.23 -0.080
C -2.23939 5.27476 -0.87918 -0.17 0.03 -0.16 -0.087
C 0.26091 3.70523 1.23716 -0.14 0.11 -0.05 0.011
C 0.89731 2.50126 1.43980 -0.08 -0.10 -0.09 -0.010
S 1.86132 -0.66986 -0.43687 1.03 -0.06 0.31 0.696
O 1.73318 0.10947 -1.62765 0.00 0.18 0.20 -0.249
O 1.34116 -2.01397 -0.43133 0.04 0.12 0.19 -0.281
C 3.56713 -0.75075 0.00450 -0.08 -0.54 -0.03 -0.163
C 4.47108 0.35200 0.01027 0.08 -0.42 0.13 -0.312
C 4.15615 1.74951 -0.35441 0.17 0.17 0.00 -0.001
N 5.65022 -0.05066 0.39334 0.16 1.35 -0.28 0.118
O 5.57233 -1.38374 0.64600 -0.54 -0.99 0.08 0.029
C 4.32656 -1.81535 0.41452 -0.60 0.33 -0.24 -0.275
C 3.99816 -3.24289 0.61753 0.19 -0.01 0.05 0.016
H -0.19538 -0.77629 -3.18962 0.03 0.08 -0.05 0.064
H -0.77413 -1.94020 -4.39808 0.00 -0.01 -0.11 0.079
H 0.03517 -2.49365 -2.91746 0.07 -0.08 -0.02 0.076
H -2.42727 -2.83471 -2.75337 -0.01 0.14 0.06 0.128
H -2.68505 -1.08926 -3.02794 0.03 -0.13 0.09 0.128
H -4.39458 -2.12546 -1.68652 0.02 0.00 -0.10 0.104
H -6.04590 -2.36154 0.10138 -0.08 -0.01 -0.02 0.101
H -5.37523 -2.11407 2.46423 -0.06 -0.01 0.08 0.101
H -3.01117 -1.65226 3.03001 0.04 0.00 0.05 0.105
H -0.42236 -1.59126 0.42904 -0.09 0.04 0.25 0.100
H 1.61604 -1.49150 1.99860 -0.02 0.00 0.25 0.126
H 1.43174 0.01466 2.93584 -0.09 -0.12 -0.11 0.135
H -0.66797 0.65877 -0.91515 -0.10 -0.06 -0.06 0.102
H -1.78692 2.79475 -1.30679 -0.07 0.04 -0.07 0.107
H -3.11989 4.64828 -0.70543 0.04 0.01 -0.01 0.097
H -2.52328 6.32311 -0.80210 -0.01 -0.09 -0.05 0.093
H -1.84453 5.07983 -1.88133 -0.02 -0.01 0.04 0.096
H 0.49909 4.56815 1.83825 0.03 0.10 0.08 0.121
H 1.64380 2.40979 2.21426 0.12 0.00 0.08 0.120
H 3.52840 1.75632 -1.24280 0.04 0.11 -0.04 0.081
H 3.59810 2.22674 0.45000 -0.04 0.07 0.02 0.079
H 5.07465 2.30226 -0.52747 0.02 0.08 -0.02 0.089
H 4.07944 -3.50100 1.67288 -0.01 -0.04 0.05 0.098
H 2.98557 -3.42632 0.26905 0.06 -0.06 0.03 0.071
H 4.70048 -3.86629 0.06746 0.01 -0.06 -0.04 0.097
```
Forces are in eV/Å.

3.
This record from the Open Molecules 2025 dataset describes C22H25N3O6S in the gas phase. The level of theory is ωB97M-V/def2-TZVPD.

LUMO level in eV: -0.54
Gap between HOMO and LUMO in eV: 8.21
Strongest force on any atom in eV/Å: 1.2
Calculated total energy in eV: -50810.916
Energy above the lowest of the compared OMol25 structures with the same formula, charge and spin in kcal per mole: 35.6
Charge: 0
2S+1: 1
SMILES: CCN(CC)S(=O)(=O)c1ccc(/C=C/C(=O)OCC(=O)Nc2ccc(C(N)=O)cc2)cc1

Geometry as XYZ:
```
57
Properties=species:S:1:pos:R:3:forces:R:3:lowdin_charge:R:1
C 3.42226 3.53004 0.95118 -0.01 -0.15 -0.31 -0.066
C 3.06070 3.07706 -0.45893 -0.31 0.52 0.08 -0.255
N 3.28644 1.66070 -0.65967 -0.75 -0.49 -0.72 -0.261
C 4.63194 1.13251 -0.60162 0.46 -0.36 -0.11 -0.252
C 5.52267 1.58604 -1.75516 -0.20 -0.05 0.20 -0.068
S 2.22408 0.80514 -1.59594 -0.12 -0.13 0.33 0.684
O 1.23440 1.69530 -2.14542 0.19 0.10 0.24 -0.284
O 2.92276 -0.05130 -2.51267 0.16 -0.09 0.27 -0.277
C 1.36947 -0.23090 -0.40890 0.30 0.23 -0.26 -0.251
C 0.96572 0.30776 0.79724 0.12 0.04 0.02 -0.043
C 0.17021 -0.44540 1.63783 -0.01 -0.24 -0.12 -0.004
C -0.24447 -1.73051 1.27233 0.48 0.28 -0.37 -0.201
C -1.23675 -2.38423 2.10325 -0.50 -0.53 0.20 -0.006
C -1.95994 -3.46675 1.78931 0.44 0.14 0.23 0.004
C -3.13334 -3.79027 2.62605 0.16 0.16 0.53 -0.479
O -3.17558 -3.65046 3.81874 -0.04 -0.04 -0.23 0.131
O -4.27501 -4.15964 1.98557 -0.31 0.00 0.26 0.006
C -4.33065 -4.34590 0.58413 0.13 -0.21 -0.43 -0.080
C -3.77102 -3.18984 -0.25935 -0.36 -0.24 0.32 -0.474
O -3.23251 -3.40623 -1.32014 0.12 -0.10 -0.17 0.085
N -3.95505 -1.96913 0.30591 -0.43 0.28 0.14 0.148
C -3.25766 -0.78885 0.00920 0.17 0.16 -0.18 -0.214
C -3.25321 0.22283 0.96748 -0.02 -0.03 -0.08 -0.013
C -2.51230 1.36794 0.76137 0.04 0.09 -0.14 -0.014
C -1.78265 1.53594 -0.41146 -0.01 -0.21 0.04 -0.154
C -0.93740 2.75703 -0.57672 -0.40 0.01 -0.13 -0.528
N -1.01973 3.35089 -1.78800 -0.03 0.26 -0.25 0.182
O -0.28422 3.21598 0.34114 0.22 0.16 0.32 0.048
C -1.80344 0.53104 -1.37158 -0.07 0.21 0.25 -0.015
C -2.53268 -0.62510 -1.16716 -0.10 -0.16 -0.12 0.009
C 0.21640 -2.27038 0.06793 0.04 0.14 0.16 -0.004
C 1.02139 -1.52047 -0.76712 0.08 -0.13 -0.16 -0.040
H 3.06932 4.54673 1.09799 0.01 0.11 0.04 0.079
H 4.49749 3.51008 1.11138 0.10 0.03 0.09 0.067
H 2.94500 2.89123 1.68906 -0.06 -0.06 0.12 0.073
H 3.61453 3.67280 -1.19603 -0.08 -0.05 0.02 0.120
H 1.99489 3.23167 -0.62606 0.13 0.23 0.04 0.083
H 4.52907 0.04628 -0.63075 0.25 0.02 0.17 0.115
H 5.07180 1.41309 0.35923 -0.10 -0.09 -0.02 0.116
H 6.49834 1.11438 -1.67268 0.13 0.00 -0.01 0.077
H 5.65733 2.66481 -1.74385 0.07 0.11 -0.03 0.068
H 5.06623 1.29197 -2.69635 0.05 0.01 -0.10 0.069
H 1.23882 1.31826 1.05111 -0.01 0.13 0.12 0.101
H -0.16838 -0.02461 2.57259 -0.07 0.06 0.09 0.125
H -1.49343 -1.86561 3.01951 -0.07 0.01 0.08 0.130
H -1.77412 -4.05249 0.90352 0.01 0.04 -0.21 0.114
H -5.39436 -4.47289 0.35792 0.17 0.01 -0.02 0.144
H -3.80747 -5.26190 0.28578 -0.04 0.22 -0.02 0.142
H -4.45703 -1.95069 1.18608 0.13 -0.13 -0.16 0.153
H -3.81700 0.09806 1.88139 -0.06 -0.01 0.12 0.119
H -2.48577 2.14552 1.50928 0.02 0.06 0.10 0.124
H -1.37223 2.82826 -2.57083 -0.04 0.02 0.04 0.099
H -0.33123 4.05663 -1.99798 0.01 -0.07 0.04 0.115
H -1.20503 0.62966 -2.26499 0.06 -0.01 -0.11 0.113
H -2.52782 -1.40866 -1.90546 0.00 -0.02 -0.01 0.108
H -0.07337 -3.26572 -0.22858 -0.05 -0.12 -0.07 0.118
H 1.37358 -1.90772 -1.71012 0.00 -0.13 -0.10 0.117
```
Forces are in eV/Å.

no.,HOMO level (eV)
1,-8.48
2,-8.18
3,-8.75